# 1
Below is C22H34BeN2O6P2 as an isolated structure in a non-equilibrium geometry, with properties calculated with ωB97M-V/def2-TZVPD.

Summary:
* ΔE to the lowest compared entry with this formula, charge and spin: 4.815 eV
* calculated total energy: -2116.7194 a.u.
* largest force on an atom: 4.927 eV/A
* Kohn-Sham gap: 2.5866 eV
* HOMO: -4.46 eV

Each line ends with the Mulliken charge.
Positions of all 67 atoms, in Å:
P: -0.0232 -2.2408 -3.7856  1.28
P: 0.2032 1.8458 -3.3882  1.55
C: -0.4869 -0.7842 -4.7820  -1.19
C: 0.3338 0.5511 -4.7210  -1.19
H: -1.5737 -0.6016 -4.7016  0.42
H: -0.3539 -1.1637 -5.8106  0.63
H: 1.4089 0.3421 -4.8618  0.52
H: 0.0240 1.1193 -5.6184  0.66
C: -1.3034 2.7588 -3.8242  -1.50
H: -1.5461 3.4623 -3.0190  0.40
H: -2.1665 2.0910 -3.9549  0.34
H: -1.1384 3.3233 -4.7494  0.51
C: 1.5645 2.9916 -3.6619  -1.51
H: 1.2796 3.7085 -4.4449  0.43
H: 2.4675 2.4531 -3.9747  0.40
H: 1.7793 3.5417 -2.7392  0.39
C: -1.1164 -3.6125 -4.2520  -1.59
H: -1.0607 -4.4186 -3.5100  0.38
H: -0.8060 -4.0191 -5.2229  0.46
H: -2.1575 -3.2764 -4.3349  0.38
C: 1.5644 -2.7878 -4.5295  -1.62
H: 2.2720 -1.9552 -4.6468  0.34
H: 1.3632 -3.2181 -5.5190  0.49
H: 2.0226 -3.5630 -3.9006  0.42
Be: 0.3356 -0.8613 2.7844  -0.55
C: 0.0882 1.5450 -1.5917  0.06
C: -1.3517 1.2679 -1.4335  -1.51
C: -1.9067 0.0964 -2.0627  0.87
C: -1.7183 -1.2447 -1.3170  -0.69
C: -0.7055 -2.1613 -1.9347  -0.81
C: 0.7185 -1.8988 -2.0996  0.04
C: 1.5356 -0.6226 -1.9447  -1.44
C: 1.0877 0.5060 -1.0030  -0.59
C: 0.7352 -1.9952 1.6599  0.44
H: 0.3471 2.5211 -1.1413  0.79
H: -1.8769 1.7608 -0.6212  0.16
H: -1.3512 -0.0053 -3.0020  -1.70
H: -2.9643 0.2360 -2.3563  0.44
H: -1.4720 -1.0866 -0.2541  -0.07
H: -2.6894 -1.7657 -1.3374  0.62
H: -0.9243 -3.2084 -1.6812  0.51
H: 1.3407 -2.7684 -1.8381  0.85
H: 1.7905 -0.2040 -2.9375  0.55
H: 2.5196 -0.9579 -1.5705  0.48
H: 0.7059 0.1117 -0.0519  -0.46
H: 2.0096 1.0553 -0.7377  0.66
H: 1.7911 -2.2759 1.7669  0.25
H: 0.5765 -1.7204 0.6109  -0.93
H: 0.1387 -2.8982 1.8445  0.24
O: -0.7447 -0.9187 3.9566  -0.39
C: 0.0264 0.0537 4.3634  1.12
O: 0.9281 0.4238 3.4829  -0.46
C: -0.0393 0.6047 5.7142  0.11
C: 0.7109 1.7410 6.0460  -0.51
C: 0.6467 2.2688 7.3505  -0.11
C: -0.1299 1.6504 8.3410  -0.18
C: -0.8572 0.5017 8.0073  -0.07
C: -0.8250 -0.0245 6.6969  -0.62
N: -1.6357 -0.1614 9.0244  0.97
O: -1.6560 0.3282 10.1754  -0.57
O: -2.2631 -1.1956 8.7127  -0.57
N: 1.3791 3.4707 7.6586  0.98
O: 2.0758 3.9866 6.7567  -0.58
O: 1.2959 3.9429 8.8120  -0.58
H: 1.3385 2.2147 5.2935  0.64
H: -0.1584 2.0519 9.3515  0.59
H: -1.4021 -0.9121 6.4589  0.65



# 2
Below is C22H34Br36INO3P as an isolated structure in a non-equilibrium geometry, with properties calculated with ωB97M-V/def2-TZVPD.

Summary:
* calculated total energy: -94442.3451 a.u.
* largest force on an atom: 1.490 eV/A
* Kohn-Sham gap: 8.0571 eV
* net charge: +1
* HOMO: -11.47 eV

Each line ends with the Mulliken charge.
Positions of all 98 atoms, in Å:
C: 1.8978 -1.4380 2.2340  -1.39
C: 1.0842 -1.3813 0.9216  2.20
C: 1.7919 -2.1808 -0.1684  -1.76
C: 0.8623 0.0830 0.5235  -1.29
C: 0.0148 0.2776 -0.7463  1.51
C: 0.8418 0.9796 -1.8362  -1.85
C: -1.2157 1.1692 -0.5309  -1.09
O: -1.8328 1.1030 0.7614  -0.36
C: -2.2641 -0.1106 1.1792  -0.05
C: -2.8873 -1.0960 0.2051  -1.04
N: -3.1618 -2.1864 1.1851  0.21
P: -4.2876 -3.5564 0.7259  0.27
O: -5.5525 -2.5736 0.5296  -0.43
I: -3.5284 -4.0211 -1.5152  0.05
C: -3.6138 -1.3355 2.4198  -0.41
O: -3.3402 -0.0080 2.1146  -0.37
H: 2.8999 -1.8230 2.0563  0.36
H: 2.0080 -0.4380 2.6516  0.38
H: 1.4188 -2.0580 2.9905  0.25
H: 0.1278 -1.8849 1.1286  -0.79
H: 1.2868 -2.1320 -1.1343  0.36
H: 1.8200 -3.2359 0.1063  0.50
H: 2.8206 -1.8441 -0.2926  0.37
H: 1.8577 0.5005 0.3637  0.39
H: 0.4001 0.6061 1.3614  0.53
H: -0.2810 -0.6820 -1.1811  -0.04
H: 1.6432 0.3346 -2.1922  0.50
H: 0.2251 1.3260 -2.6671  0.13
H: 1.3113 1.8698 -1.4138  0.48
H: -1.9481 1.0129 -1.3291  0.39
H: -0.8991 2.2056 -0.6254  0.39
H: -1.4576 -0.6163 1.7421  -0.05
H: -3.8709 -0.7108 -0.0694  0.49
H: -2.3777 -1.3917 -0.7012  0.57
H: -2.2800 -2.6148 1.4817  0.49
H: -6.3724 -3.0942 0.5937  0.32
H: -4.6300 -1.5282 2.7450  0.44
H: -2.9508 -1.6746 3.2167  0.36
C: -3.8200 3.5778 1.4417  1.35
Br: -5.7324 3.5966 1.2475  -0.04
Br: -2.9617 4.7112 0.1447  -0.02
Br: -3.2575 3.9761 3.2290  0.01
H: -3.4879 2.5760 1.2367  -1.28
C: -1.6580 2.9349 -5.0945  -0.40
Br: -2.3351 3.5372 -3.3918  -0.05
Br: -2.9918 3.0762 -6.4671  -0.04
Br: -0.0237 3.8279 -5.5471  0.13
H: -1.4199 1.8866 -4.9862  0.37
C: -3.5170 -8.1411 -2.0340  0.37
Br: -4.7583 -8.5609 -0.6270  -0.01
Br: -1.7890 -8.9123 -1.7160  0.00
Br: -4.2085 -8.6172 -3.7610  -0.01
H: -3.3926 -7.0687 -2.0283  -0.38
C: 5.8764 0.0405 2.9008  -0.18
Br: 4.7820 -0.5537 4.3663  -0.01
Br: 6.8378 -1.4084 2.1012  0.01
Br: 4.8474 1.0136 1.5952  0.02
H: 6.6068 0.7279 3.3031  0.14
C: 2.3688 5.9190 -2.4241  -0.41
Br: 0.6551 5.2343 -1.8833  0.04
Br: 3.5440 6.1560 -0.9259  -0.02
Br: 3.1690 4.8180 -3.7815  -0.01
H: 2.1980 6.8928 -2.8593  0.38
C: -1.8786 -4.2257 5.8702  -0.37
Br: -0.1611 -3.3838 5.9270  0.03
Br: -3.0445 -3.6098 7.2518  0.03
Br: -2.7015 -3.9862 4.1227  -0.05
H: -1.7369 -5.2895 5.9951  0.38
C: 1.3864 2.7118 -9.6740  -0.33
Br: -0.3198 1.9704 -9.2004  0.00
Br: 2.4660 3.0378 -8.1168  -0.01
Br: 2.3202 1.6117 -10.9409  -0.04
H: 1.2041 3.6673 -10.1436  0.38
C: -2.6757 2.7106 6.8399  -0.37
Br: -2.4092 4.6068 6.9716  -0.02
Br: -1.2786 1.8721 5.8158  0.11
Br: -2.8677 1.8940 8.5673  -0.05
H: -3.6020 2.5540 6.3060  0.33
C: 10.8450 0.7589 1.6540  -0.32
Br: 12.0167 -0.5179 2.4754  0.00
Br: 10.0061 0.0457 0.0807  -0.01
Br: 9.5576 1.4439 2.9136  0.00
H: 11.4484 1.5980 1.3407  0.35
C: -7.3715 -3.8525 -3.6526  -0.37
Br: -6.7988 -2.0206 -3.6791  0.01
Br: -6.1082 -5.0113 -4.5148  0.03
Br: -7.7560 -4.4564 -1.8587  -0.03
H: -8.2982 -3.9126 -4.2048  0.37
C: 2.0539 3.9836 8.1042  -0.35
Br: 0.7549 3.8641 9.5133  -0.01
Br: 2.3035 2.2859 7.2385  0.01
Br: 1.6023 5.3544 6.8355  -0.01
H: 2.9973 4.2582 8.5521  0.34
C: 5.3025 0.6313 -7.5304  0.11
Br: 6.6443 1.9989 -7.4236  0.00
Br: 5.9764 -0.9748 -8.3355  -0.01
Br: 4.5174 0.2835 -5.8068  0.02
H: 4.5130 1.0060 -8.1666  -0.15



# 3
Below is C22H34BrNO2RhSi2 as an isolated structure, with properties calculated with ωB97M-V/def2-TZVPD.

Summary:
* ΔE to the lowest compared entry with this formula, charge and spin: 0.336 eV
* calculated total energy: -4327.3489 a.u.
* largest force on an atom: 0.139 eV/A
* Kohn-Sham gap: 7.7753 eV
* net charge: +1
* HOMO: -10.50 eV

Each line ends with the Mulliken charge.
Positions of all 63 atoms, in Å:
Rh: -1.5201 0.5851 -0.0513  -1.23
Br: -2.6228 2.3496 1.6193  -0.12
C: -1.0159 3.3789 1.5160  0.71
C: -0.8300 4.3670 2.4328  -0.72
C: 0.2864 5.2183 2.2957  -0.62
C: 1.1149 5.0870 1.2210  -0.95
C: 0.9040 4.0789 0.2480  0.89
C: 1.7037 4.0112 -0.9194  -0.94
C: 1.4348 3.0834 -1.8787  -1.29
C: 0.4236 2.1175 -1.6742  -0.20
C: -0.3226 2.0866 -0.5289  0.95
C: -0.1535 3.1447 0.4182  0.61
H: -1.5402 4.5179 3.2339  0.44
H: 0.4501 5.9983 3.0266  0.41
H: 1.9427 5.7710 1.0811  0.41
H: 2.5029 4.7303 -1.0468  0.40
H: 2.0156 3.0566 -2.7922  0.43
H: 0.2798 1.3637 -2.4360  0.17
O: -2.3514 -1.2223 1.3284  -0.60
C: -1.3104 -0.9911 1.9403  0.48
O: -0.4886 -0.0647 1.6148  -0.53
C: -0.8978 -1.8531 3.1249  0.24
N: 0.4686 -1.3788 3.5788  -0.11
C: 1.4575 -2.4648 3.2388  -0.29
C: 0.6295 -3.7302 3.3683  -0.65
C: -0.7144 -3.3347 2.7515  -0.65
H: -1.6042 -1.7106 3.9404  0.47
H: 0.4763 -1.1787 4.5761  0.44
H: 0.6527 -0.5077 3.0553  0.19
H: 2.3159 -2.3916 3.9011  0.46
H: 1.7735 -2.2882 2.2114  -0.05
H: 0.5159 -4.0053 4.4188  0.31
H: 1.0964 -4.5662 2.8523  0.39
H: -1.5435 -3.9349 3.1156  0.42
H: -0.6875 -3.4349 1.6661  0.23
C: -1.0744 -0.4634 -4.2983  -1.15
Si: -1.7286 -0.6619 -2.5635  0.30
C: -2.6370 0.9747 -2.1315  -1.12
C: -3.0061 -2.0207 -2.5160  -1.32
C: -0.5544 -0.8681 -1.1427  -0.33
Si: 1.3131 -1.0894 -1.1821  0.47
C: 2.0983 -0.8013 -2.8578  -1.11
C: 2.3007 -0.1095 0.0832  -0.65
C: 1.5678 -2.9138 -0.7744  -1.19
H: -1.9045 -0.2025 -4.9603  0.41
H: -0.6539 -1.4049 -4.6581  0.33
H: -0.3096 0.3065 -4.4030  0.35
H: -3.6463 0.8050 -2.5185  0.62
H: -2.1999 1.8407 -2.6223  0.41
H: -2.9381 1.3191 -1.1048  0.53
H: -3.7954 -1.8642 -3.2540  0.37
H: -3.4698 -2.0827 -1.5283  0.32
H: -2.5430 -2.9879 -2.7255  0.36
H: -0.9195 -1.7664 -0.6229  0.85
H: 2.0725 0.2435 -3.1702  0.24
H: 1.6215 -1.3995 -3.6360  0.33
H: 3.1492 -1.0984 -2.8146  0.43
H: 2.3389 0.9551 -0.1489  0.26
H: 3.3269 -0.4886 0.0826  0.49
H: 1.9014 -0.2030 1.0937  -0.09
H: 1.0835 -3.5524 -1.5173  0.35
H: 1.1367 -3.1761 0.1973  0.12
H: 2.6276 -3.1780 -0.7536  0.35